{
  "formula": "C21H22N2O3",
  "method": "wB97M-V/def2-TZVPD",
  "multiplicity": 1,
  "e_above_lowest_kj_mol": 1732.8,
  "largest_force_ev_per_a": 18.7,
  "lumo_energy_ev": 0.11,
  "orbital_gap_ha": 0.293,
  "elements": ["C", "C", "O", "C", "C", "C", "C", "C", "C", "H", "H", "N", "C", "O", "C", "N", "C", "C", "C", "C", "C", "C", "C", "C", "H", "H", "H", "H", "C", "O", "C", "C", "H", "H", "H", "H", "H", "H", "H", "H", "H", "H", "H", "H", "H", "H", "H", "H"],
  "xyz": [[-7.3076, -1.7165, -0.5801], [-5.7292, -1.6380, -0.3128], [-5.3827, -0.1678, -0.2563], [-4.2134, 0.0561, 0.0636], [-3.2083, -0.9832, 0.1923], [-2.0298, -0.4188, 0.7177], [-1.8116, 0.9051, 0.9074], [-2.7762, 1.9510, 0.3607], [-4.0615, 1.4839, 0.0675], [-4.7783, 2.0968, -0.0469], [-2.6275, 3.1886, 0.5551], [-0.5275, 1.5350, 0.9836], [0.0997, 2.5080, 1.0735], [-0.5041, 3.8101, 1.0408], [1.5534, 2.6857, 1.4800], [2.2504, 1.5922, 1.1708], [2.7700, 0.3495, 1.7439], [3.3418, -0.4085, 0.9129], [3.4642, 0.3917, -0.5230], [3.8044, 0.0243, -1.6177], [3.5624, 0.8606, -2.8555], [2.7977, 2.1550, -2.4115], [2.4341, 2.5150, -1.2637], [2.6139, 1.5633, -0.1055], [1.8958, 3.4902, -1.4005], [2.8362, 2.7462, -3.4122], [3.9855, 0.4459, -3.7555], [4.4078, -0.7740, -1.9646], [3.8323, -1.6612, 1.4272], [3.8593, -1.9647, 2.5637], [4.5479, -2.4602, 0.2625], [3.4126, -3.2888, -0.6296], [3.9199, -3.8959, -1.2128], [2.7813, -3.9737, 0.1332], [2.7949, -2.6032, -1.0241], [5.2607, -1.8219, -0.3008], [5.1317, -3.3144, 0.6946], [2.5679, 0.3945, 3.0101], [1.5874, 2.6832, 2.7159], [1.8676, 3.7936, 1.3990], [0.2931, 0.5942, 1.4241], [-1.3180, -0.9645, 1.1015], [-3.4890, -1.9141, 0.3274], [-5.3255, -2.2649, -1.0539], [-5.7999, -2.0595, 0.5832], [-7.7969, -1.2861, 0.0856], [-7.5785, -2.8666, -0.6922], [-7.4084, -1.3729, -1.5786]],
  "forces_ev_per_a": [[6.02, -6.21, -6.49], [-4.77, 3.13, -2.28], [-6.84, -5.60, -1.77], [5.26, 1.12, -0.19], [0.19, 8.10, 1.08], [-2.71, 1.66, -1.14], [-1.85, 6.08, -3.72], [-0.99, 0.80, 2.58], [9.05, -4.43, 1.92], [-5.40, 3.95, -1.17], [0.28, -3.94, -0.80], [-0.92, -16.58, 2.36], [1.71, 18.53, 1.50], [2.33, -5.28, -0.31], [-2.76, 2.89, 6.83], [4.23, -3.88, -2.45], [-4.67, 6.53, 7.67], [2.07, -0.47, -4.78], [-6.91, 3.08, 16.58], [3.44, -0.81, -15.85], [-1.89, 1.07, 7.12], [5.98, -5.27, -12.30], [-3.05, 1.47, 7.59], [2.90, -0.16, -7.02], [0.30, -0.80, 1.73], [-1.01, -0.07, 2.34], [-0.38, 0.81, -0.48], [0.32, -1.29, 0.83], [2.93, -0.87, -4.55], [-0.44, -1.01, 2.54], [-1.18, -2.55, 0.85], [0.18, 0.77, 7.53], [2.06, -2.72, -3.32], [1.47, 1.63, -1.61], [-2.27, 2.04, -2.01], [-0.84, -0.32, 0.14], [-0.24, 1.01, 0.00], [0.78, -0.89, -4.08], [-0.81, 0.00, -2.58], [-0.04, -2.06, -1.10], [-2.69, 2.91, -1.92], [3.91, -3.51, 1.52], [-0.91, -4.44, 0.29], [1.52, 0.00, -0.94], [1.49, -1.43, 4.20], [-4.54, 3.90, 5.75], [0.52, 2.27, 0.65], [-0.82, 0.83, -0.75]]
}

***

{
  "formula": "C6H15NSSi",
  "method": "wB97M-V/def2-TZVPD",
  "multiplicity": 1,
  "e_above_lowest_kj_mol": 140.2,
  "largest_force_ev_per_a": 6.2,
  "lumo_energy_ev": 0.79,
  "orbital_gap_ha": 0.348,
  "elements": ["C", "C", "C", "C", "C", "C", "N", "Si", "S", "H", "H", "H", "H", "H", "H", "H", "H", "H", "H", "H", "H", "H", "H", "H"],
  "xyz": [[0.8793, 1.3225, 2.3279], [0.2794, 2.4717, 1.5319], [1.3953, -2.3826, -0.7361], [-2.2015, 0.0475, -1.8772], [1.1589, -1.0442, -1.2749], [-1.7681, -0.3051, -0.4131], [0.4349, 0.0586, 1.7359], [0.0745, 0.1072, -0.0637], [0.3804, 2.2330, -0.2590], [1.8955, 1.3952, 2.3332], [0.5973, 1.3124, 3.3555], [-0.7124, 2.6202, 1.7943], [0.9657, 3.4168, 1.8130], [1.4461, -3.0462, -1.6434], [2.3294, -2.4846, -0.2250], [0.6489, -2.7793, -0.0408], [-1.2931, 0.4632, -2.4361], [-2.4377, -0.8873, -2.4357], [-3.0638, 0.8266, -2.0217], [0.4134, -0.9624, -2.1817], [2.1300, -0.5233, -1.5797], [-1.8775, -1.2984, -0.2499], [-2.3290, 0.2061, 0.4430], [0.6542, -0.7678, 2.1035]],
  "forces_ev_per_a": [[-2.19, -1.35, -0.92], [3.49, 1.70, 0.93], [-0.22, -2.46, -1.22], [0.26, 0.99, -0.78], [-1.45, 4.38, -0.79], [0.37, 3.76, 0.35], [-1.87, 3.74, -4.53], [0.50, -0.36, 1.11], [0.27, -0.30, -0.37], [3.11, 0.28, -0.24], [-0.63, 0.47, 0.90], [-1.84, 0.54, 0.57], [-1.90, -1.82, -0.74], [0.00, -0.06, 1.15], [0.68, 0.17, 0.29], [-0.23, 0.07, -0.27], [-1.29, -0.22, 0.57], [-0.16, 0.71, 0.42], [1.62, -1.58, 0.53], [1.61, -0.65, 1.35], [-1.41, -0.63, 0.33], [-0.54, -3.28, 0.53], [0.50, -0.45, -1.39], [1.30, -3.64, 2.22]]
}

***

Number 1: E_HOMO -7.9 eV. Number 2: E_HOMO -8.7 eV.